Entry from OMol25: 2 unconnected molecules or ions with the total composition C4H8O (ωB97M-V/def2-TZVPD).

Each atom is followed by the atoms it is bonded to, with distances in Å.
Geometry (Å):
1 C 1.9953 -0.3438 -2.4093  C2 1.372, H4 1.044, H5 1.145
2 C 2.2481 -0.4982 -1.0701  C1 1.372, O3 1.479, H6 1.197
3 O 1.6359 0.3060 0.0095  C2 1.479, H7 0.989
4 H 2.5832 -0.9312 -3.0406  C1 1.044
5 H 1.0459 0.2273 -2.6992  C1 1.145
6 H 3.1830 -1.1180 -0.6535  C2 1.197
7 H 0.7197 0.3827 -0.3558  O3 0.989
8 C -2.2207 0.8987 2.0630  C9 1.361, H10 1.113, H11 1.062
9 C -2.2864 -0.2107 1.2780  C8 1.361, H12 1.039, H13 1.132
10 H -2.8880 1.7782 1.9186  C8 1.113
11 H -1.4578 1.0723 2.7813  C8 1.062
12 H -2.7698 -0.4705 0.3959  C9 1.039
13 H -1.7882 -1.0927 1.7822  C9 1.132

## Properties
Gap between HOMO and LUMO ... 10.40 eV
Energy relative to the best compared isomer or geometry (same formula, charge and spin) ... 71.11 kcal/mol
Electronic energy ... -232.3323 Eh
Structure (SMILES) ... C=CO.C=C
Lowest unoccupied orbital energy ... 0.968 eV
Charge ... 0